C30H50BF14N4O4S | wB97M-V/def2-TZVPD

CARTESIAN COORDINATES (ANGSTROEM)
C (1.40526, -4.94820, 3.75492)
C (2.61787, -5.09359, 2.65722)
O (2.20059, -4.97149, 1.25191)
B (1.29694, -3.78216, 1.06392)
O (-0.15484, -4.09460, 1.01960)
C (1.96884, -2.28871, 0.88040)
C (1.29807, -0.87405, 1.46826)
C (-0.14350, -0.86169, 2.25553)
C (-1.44512, -1.15420, 1.30507)
C (-2.21560, 0.17698, 0.74113)
F (-1.31148, 0.76711, -0.31162)
F (-2.40771, 1.25391, 1.76609)
C (-3.64003, -0.16813, -0.06504)
F (-3.40802, -0.66632, -1.45301)
F (-4.30465, 1.17835, -0.23825)
C (-4.68354, -1.06981, 0.81859)
F (-4.47896, -0.76771, 2.27436)
F (-6.06427, -0.54083, 0.50685)
C (-4.71055, -2.66731, 0.46180)
F (-3.43049, -3.23183, -0.02158)
F (-5.72455, -2.84652, -0.64095)
C (-5.26623, -3.55499, 1.72784)
F (-4.31539, -3.64094, 2.87622)
F (-6.52161, -2.87923, 2.22876)
C (-5.70302, -5.09071, 1.35970)
F (-5.60163, -5.87130, 2.64707)
F (-7.09704, -5.24705, 0.88316)
F (-4.82429, -5.78397, 0.39101)
C (2.04846, 0.60219, 1.29092)
C (1.47786, 2.02294, 1.87866)
C (0.72236, 2.96481, 0.72455)
C (1.00556, 4.58777, 1.00659)
S (0.48757, 4.98811, 2.79532)
N (3.38925, 0.66725, 0.53999)
C (4.09285, -0.55112, -0.05337)
C (5.54728, -0.27320, -0.79988)
C (6.70444, -0.83740, 0.24241)
F (5.77020, 1.14129, -1.17991)
C (3.41544, -2.07533, 0.06836)
C (4.23208, -3.34087, -0.64108)
C (3.32178, -3.87604, -1.93779)
N (3.05805, -5.38161, -1.85704)
H (0.37826, -5.44218, 3.40023)
H (1.25568, -3.82355, 4.08987)
H (1.73586, -5.59547, 4.70109)
H (3.53758, -4.38771, 2.84162)
H (3.03874, -6.20398, 2.77990)
H (-0.53770, -3.99955, 1.96197)
H (-0.10267, -1.75285, 3.04791)
H (-0.36263, 0.10671, 2.87439)
H (-2.18073, -1.83405, 1.90948)
H (-1.03481, -1.73244, 0.34556)
H (0.82978, 1.93104, 2.85472)
H (2.43747, 2.65900, 2.19406)
H (0.99501, 2.64372, -0.37459)
H (-0.44215, 2.82598, 0.94242)
H (2.10551, 4.90411, 0.76257)
H (0.22701, 5.18001, 0.32936)
H (1.45198, 4.51987, 3.70268)
H (3.86642, 1.60819, 0.46630)
H (5.59499, -0.97080, -1.74385)
H (7.79622, -0.47823, -0.03011)
H (6.73905, -2.02612, 0.18772)
H (6.50596, -0.56777, 1.36568)
H (4.43752, -4.19167, 0.14653)
H (5.26658, -3.03393, -1.09408)
H (2.26160, -3.33151, -1.97756)
H (3.84969, -3.68206, -2.97093)
H (2.05178, -5.55309, -1.63994)
H (3.58916, -5.82224, -1.07085)
C (-4.24592, 9.44024, 2.95968)
C (-2.96084, 8.80752, 3.48610)
C (-1.90031, 8.55498, 2.38875)
O (-2.17471, 7.42655, 1.55307)
C (-3.10245, 7.68053, 0.50983)
N (-3.29774, 7.56794, 4.20294)
H (-4.88875, 8.72557, 2.43896)
H (-4.83457, 9.85046, 3.78890)
H (-4.02480, 10.26425, 2.27223)
H (-2.52518, 9.51163, 4.20496)
H (-0.94929, 8.32858, 2.88535)
H (-1.72558, 9.45265, 1.78284)
H (-3.01479, 8.69747, 0.11585)
H (-4.11970, 7.49317, 0.86260)
H (-2.90300, 6.97614, -0.30216)
H (-2.45083, 7.20206, 4.63774)
H (-3.53123, 6.86325, 3.49726)
C (0.69521, -2.45725, -7.73185)
C (1.89267, -2.68007, -6.81244)
C (1.50222, -2.93111, -5.33691)
O (1.10791, -1.75510, -4.62378)
C (-0.23578, -1.35678, -4.84600)
N (2.81047, -1.53738, -6.93827)
H (0.26110, -1.45917, -7.62938)
H (0.99630, -2.56584, -8.78063)
H (-0.09222, -3.19359, -7.53633)
H (2.41157, -3.57749, -7.16980)
H (2.38870, -3.30875, -4.81360)
H (0.73681, -3.71215, -5.24976)
H (-0.90367, -2.21195, -4.98628)
H (-0.28749, -0.68559, -5.70692)
H (-0.57304, -0.79369, -3.97167)
H (3.65421, -1.73590, -6.40081)
H (2.38534, -0.75038, -6.43928)

Force components x, y, z for each atom (eV/Å):
0.4 -0.4 0.5
0.7 -1.6 0.9
-1.9 3.3 0.8
-0.4 -2.9 0.3
2.6 1.7 2.1
2.4 5.4 -0.8
2.4 0.8 -1.5
0.1 -0.7 0.5
0.5 0.0 -0.7
1.7 0.9 -0.7
-2.6 -1.4 2.9
0.4 -3.4 -3.2
-0.5 3.3 -1.5
-0.7 1.2 4.9
2.1 -4.3 0.5
-2.6 2.1 0.5
-0.3 -1.3 -4.7
4.6 -2.0 1.1
-0.8 -1.5 -1.7
-3.9 2.1 1.7
3.5 0.5 3.6
-1.4 0.5 2.3
-2.8 0.6 -4.0
4.3 -2.1 -1.6
-1.1 -4.1 0.4
-0.4 2.7 -4.5
5.2 0.9 1.6
-2.9 2.8 3.3
0.8 -2.9 -0.8
1.5 0.6 -0.6
-1.0 0.3 0.9
-0.1 -1.3 -0.6
0.4 0.0 -0.3
-1.9 -4.0 0.6
-2.9 -0.1 1.1
0.4 -1.2 0.9
0.6 -0.3 0.2
-1.0 -3.3 1.2
-0.6 2.6 1.3
-0.6 0.7 -0.5
-0.8 -0.5 0.1
-0.3 0.9 1.0
2.4 1.1 0.5
0.2 -2.3 -0.7
-0.7 1.7 -2.0
-1.9 -1.1 -0.1
-1.0 2.5 -0.5
0.8 -0.4 -2.2
0.0 1.9 -1.7
0.8 -1.8 -1.3
1.3 1.4 -1.3
-1.3 1.2 2.0
1.3 -0.2 -2.2
-1.8 -1.6 -0.6
-0.5 0.6 2.3
2.6 0.2 -0.9
-2.2 -0.6 0.5
1.8 -1.1 1.7
-0.5 0.2 -1.5
-0.7 -1.5 0.0
-0.3 1.9 1.6
-2.4 -0.5 0.3
-0.3 2.6 0.0
0.2 -0.3 -2.3
-0.7 1.8 -1.6
-2.0 -0.2 1.2
2.4 -0.9 0.1
-0.8 -0.1 2.3
1.2 0.2 -0.2
-0.6 0.7 -1.0
-0.2 0.3 0.1
-0.2 -0.3 -0.4
0.1 -0.2 0.3
0.2 0.5 0.0
-0.1 -0.4 0.1
0.3 -0.1 -0.2
0.2 0.0 0.1
0.1 -0.1 -0.1
0.0 -0.1 0.1
0.1 -0.1 -0.1
-0.1 -0.1 -0.1
-0.2 0.0 -0.1
0.0 0.0 0.1
-0.1 0.2 -0.2
0.1 0.1 0.1
-0.2 0.1 0.1
0.0 0.2 0.2
-0.1 -0.2 -0.3
-0.2 0.4 0.2
0.3 0.1 -0.1
0.0 -0.6 0.0
0.1 0.4 0.1
0.0 -0.1 0.5
0.1 -0.1 0.1
0.0 0.1 0.2
0.1 0.1 0.0
0.0 0.1 0.2
-0.1 0.1 0.0
-0.1 0.1 -0.1
0.1 0.0 -0.1
-0.2 -0.1 0.0
0.1 -0.1 0.0
0.0 0.0 -0.2
0.1 -0.2 -0.3

Properties
Total charge = +1
Electronic energy = -95603.3994 eV
F_max = 5.99 eV Å⁻¹
HOMO level = -10.562 eV
2S+1 = 1